Formula: C10H14BClN6Ti
Source: the Open Molecules 2025 dataset
Level of theory: ωB97M-V with the def2-TZVPD basis set

The geometry in XYZ format:
```
33
C10H14BClN6Ti (ωB97M-V with the def2-TZVPD basis set)
H 0.030 -2.638 -3.063
N -0.486 -1.484 -1.306
B -1.707 -0.028 0.501
N -1.700 -1.075 -0.718
C -2.682 -1.675 -1.401
Ti 1.038 -0.872 -0.396
H -3.721 -1.554 -1.133
C -2.142 -2.426 -2.458
H -2.704 -3.020 -3.146
C -0.755 -2.265 -2.405
H -2.840 0.241 0.790
C 3.783 1.265 -0.646
H 4.725 0.788 -0.243
H 2.921 0.556 -0.478
H 3.561 2.164 -0.032
N -0.965 1.232 -0.092
N -0.833 -0.551 1.698
N 0.336 1.196 -0.574
N 0.503 -0.929 1.524
C -1.452 2.481 -0.202
C -1.135 -0.693 2.997
H -2.461 2.641 0.157
H -2.114 -0.502 3.386
C -0.493 3.315 -0.776
C -0.024 -1.136 3.698
C 0.621 2.472 -0.987
C 0.993 -1.255 2.755
H -0.630 4.374 -0.995
H 0.047 -1.370 4.739
H 1.588 2.712 -1.410
H 2.034 -1.529 2.810
H 3.901 1.632 -1.716
Cl 2.763 -2.067 -0.879
```

Computed properties:
largest force on an atom	0.0434	Eh/bohr
Kohn-Sham gap	6.9306	eV
HOMO level	-16.4	eV
total charge	+2

---

Formula: C41H57BN13S5Sc
Source: the Open Molecules 2025 dataset
Level of theory: ωB97M-V with the def2-TZVPD basis set

The geometry in XYZ format:
```
118
C41H57BN13S5Sc (ωB97M-V with the def2-TZVPD basis set)
Sc 0.073 1.560 0.643
C -2.359 3.816 -0.270
N -1.136 3.815 0.505
C -0.127 4.792 0.133
C 0.680 4.232 -0.980
N 1.113 2.989 -0.998
C 1.888 2.886 -2.134
C 2.609 1.816 -2.642
C 3.307 2.000 -3.818
C 3.283 3.217 -4.497
C 2.571 4.297 -4.012
C 1.891 4.120 -2.818
N 1.111 4.953 -2.050
C -2.859 2.414 -0.335
N -2.103 1.346 -0.222
C -2.957 0.271 -0.398
C -2.734 -1.101 -0.418
C -3.816 -1.930 -0.624
C -5.105 -1.433 -0.814
C -5.350 -0.075 -0.814
C -4.264 0.757 -0.609
N -4.153 2.121 -0.585
H -2.157 4.161 -1.293
H -3.137 4.452 0.178
H -1.347 3.884 1.507
H 0.538 4.882 1.016
H -0.542 5.777 -0.135
H 2.597 0.870 -2.136
H 3.886 1.182 -4.219
H 3.831 3.308 -5.424
H 2.548 5.236 -4.543
H 0.923 5.927 -2.221
H -1.754 -1.522 -0.281
H -3.663 -3.001 -0.624
H -5.921 -2.126 -0.964
H -6.338 0.328 -0.971
H -4.910 2.781 -0.609
C 6.002 1.356 -1.366
C 5.542 0.546 -0.145
C 5.209 1.537 0.965
C 6.644 -0.412 0.319
N 4.390 -0.265 -0.550
C 4.411 -1.024 -1.704
C 3.192 -1.578 -1.866
N 2.405 -1.186 -0.818
B 0.903 -1.378 -0.588
N 0.188 -1.908 -1.832
C -0.134 -3.210 -2.117
C -0.909 -3.231 -3.221
N -1.080 -1.931 -3.645
C -0.407 -1.123 -2.772
S -0.289 0.540 -2.820
C -1.902 -1.489 -4.775
C -3.062 -0.639 -4.247
C -1.041 -0.670 -5.740
C -2.465 -2.704 -5.513
N 0.751 -2.346 0.590
C 1.422 -3.539 0.675
C 1.147 -4.103 1.868
N 0.304 -3.254 2.544
C 0.087 -2.160 1.757
S -0.863 -0.821 2.141
C -0.233 -3.476 3.887
C -1.756 -3.581 3.785
C 0.321 -4.775 4.480
C 0.198 -2.301 4.767
C 3.151 -0.397 0.002
S 2.562 0.192 1.453
H 6.767 2.067 -1.065
H 5.159 1.908 -1.777
H 6.416 0.718 -2.142
H 6.085 2.149 1.163
H 4.919 1.033 1.880
H 4.391 2.189 0.668
H 7.503 0.157 0.662
H 6.955 -1.064 -0.494
H 6.285 -1.032 1.138
H 5.283 -1.102 -2.318
H 2.810 -2.210 -2.640
H 0.423 -0.279 -0.298
H 0.192 -4.023 -1.501
H -1.331 -4.082 -3.712
H -2.676 0.248 -3.755
H -3.656 -1.204 -3.532
H -3.699 -0.333 -5.072
H -0.603 0.177 -5.219
H -1.661 -0.307 -6.554
H -0.235 -1.274 -6.151
H -3.178 -3.243 -4.894
H -1.668 -3.373 -5.832
H -2.987 -2.364 -6.403
H 2.063 -3.875 -0.115
H 1.491 -5.031 2.273
H -2.038 -4.409 3.137
H -2.165 -2.663 3.375
H -2.176 -3.749 4.772
H -0.002 -5.652 3.921
H -0.060 -4.868 5.494
H 1.408 -4.756 4.528
H -0.245 -1.387 4.390
H 1.280 -2.191 4.734
H -0.116 -2.456 5.795
S 0.740 2.834 2.539
C -4.780 0.813 4.999
N -3.393 1.141 4.921
C -2.501 0.872 6.029
C -1.186 1.516 5.568
N -1.554 2.214 4.354
C -2.801 1.926 3.992
S -3.558 2.472 2.618
H -5.256 1.317 5.848
H -4.902 -0.268 5.108
H -5.260 1.143 4.079
H -2.413 -0.210 6.182
H -2.892 1.327 6.949
H -0.419 0.769 5.356
H -0.782 2.228 6.291
H -0.784 2.514 3.672
```

Computed properties:
energy above the lowest of the compared OMol25 structures with the same formula, charge and spin	77.0	kJ/mol
largest force on an atom	0.0311	Eh/bohr
Kohn-Sham gap	6.5054	eV
HOMO level	-6.2	eV
total charge	0

---

Formula: C6H14NO2PS
Source: the Open Molecules 2025 dataset
Level of theory: ωB97M-V with the def2-TZVPD basis set

The geometry in XYZ format:
```
25
C6H14NO2PS (ωB97M-V with the def2-TZVPD basis set)
C -1.392 1.979 0.784
C -0.669 0.935 1.548
C -0.830 2.165 -0.675
C -1.015 -0.477 0.877
C -1.181 0.813 -1.342
C -0.576 -0.391 -0.578
N 0.800 -0.151 -0.832
O 1.506 -3.137 -0.916
O 3.319 -1.520 -0.852
P 1.873 -1.779 -0.132
S 2.590 -2.712 1.598
H -2.464 1.702 0.563
H -1.207 2.916 1.440
H 0.452 1.106 1.354
H -1.149 0.951 2.635
H -1.386 2.995 -1.117
H 0.373 2.233 -0.578
H -0.444 -1.262 1.340
H -2.170 -0.452 0.973
H -2.259 0.710 -1.483
H -0.609 0.758 -2.373
H -0.865 -1.404 -1.138
H 0.875 -3.292 -1.645
H 3.108 -0.906 -1.639
H 3.322 -1.780 2.187
```

Computed properties:
energy above the lowest of the compared OMol25 structures with the same formula, charge and spin	0.0	kJ/mol
largest force on an atom	0.0573	Eh/bohr
Kohn-Sham gap (alpha / beta)	6.7879 / 8.1812	eV
HOMO level (alpha / beta)	-6.3 / -9.1	eV
spin multiplicity	3
⟨S²⟩	2.018
total charge	0

---

Formula: C21H21CoN4O3S2
Source: the Open Molecules 2025 dataset
Level of theory: ωB97M-V with the def2-TZVPD basis set

The geometry in XYZ format:
```
52
C21H21CoN4O3S2 (ωB97M-V with the def2-TZVPD basis set)
Co -0.083 -0.280 0.930
C -1.769 2.535 -1.834
C -0.950 1.982 -0.690
N -1.293 0.794 -0.173
N -2.389 0.201 -0.613
C -2.728 -0.955 -0.153
S -1.891 -1.786 1.187
S -4.162 -1.750 -0.745
C -4.387 -0.913 -2.388
C -3.636 -1.540 -3.507
C -2.303 -1.210 -3.748
C -1.628 -1.751 -4.825
C -2.264 -2.645 -5.672
C -3.576 -3.013 -5.418
C -4.252 -2.470 -4.342
C 0.145 2.729 -0.176
C 0.574 3.897 -0.845
C 1.574 4.715 -0.364
C 2.204 4.401 0.835
C 1.832 3.257 1.516
C 0.828 2.383 1.057
O 0.560 1.337 1.764
H -2.619 1.880 -2.002
H -1.183 2.575 -2.752
H -2.128 3.538 -1.606
H -4.060 0.110 -2.216
H -5.463 -0.951 -2.551
H -1.796 -0.527 -3.084
H -0.599 -1.474 -5.010
H -1.739 -3.063 -6.519
H -4.074 -3.726 -6.062
H -5.277 -2.755 -4.146
H 0.094 4.173 -1.776
H 1.853 5.610 -0.910
H 2.973 5.050 1.236
H 2.307 3.001 2.453
C 1.405 -3.636 0.543
O 0.558 -2.674 1.129
C -0.291 -2.058 0.227
O -0.301 -2.311 -0.964
H 2.031 -4.027 1.343
H 2.015 -3.181 -0.243
H 0.805 -4.441 0.103
N 3.357 0.876 -1.064
C 3.930 0.282 0.026
C 2.942 -0.437 0.627
N 1.782 -0.284 -0.073
C 2.058 0.507 -1.079
H 3.799 1.532 -1.684
H 4.966 0.402 0.262
H 2.983 -1.051 1.508
H 1.361 0.796 -1.840
```

Computed properties:
largest force on an atom	0.0249	Eh/bohr
Kohn-Sham gap (alpha / beta)	4.2838 / 6.7152	eV
HOMO level (alpha / beta)	-1.5 / -3.9	eV
spin multiplicity	4
⟨S²⟩	3.928
total charge	-1

---

- Among the records above, which one has the lowest total charge?
  C21H21CoN4O3S2